No. 1
DFT (ωB97M-V/def2-TZVPD) results for a cluster of 2 separate species, CH3Br2IOSi in total at a distorted geometry.

Calculated values
* orbital gap (spin up / spin down): 0.291 / 0.212 Eh
* 2S+1: 3
* E_tot: -159196.3379 eV

Each line ends with the natural charge from an NBO analysis.
Atoms and positions in Å:
C: -0.23357 0.30110 -0.09936  -0.259
O: -0.56155 1.56832 0.43810  -0.944
Si: -0.39951 2.92850 -0.43889  1.113
Br: -1.38031 4.38374 0.84779  -0.309
Br: -1.57607 1.88032 -3.26813  0.056
I: 1.88119 3.50096 -1.21968  -0.232
H: 0.79805 0.36088 -0.59753  0.168
H: -0.87324 0.26112 -0.98036  0.196
H: -0.17444 -0.28095 0.74910  0.210



No. 2
DFT (ωB97M-V/def2-TZVPD) results for an isolated molecule of CH3Br2OP at a distorted geometry.

Calculated values
* SMILES: COP(Br)Br
* orbital gap: 0.366 Eh
* 2S+1: 1
* E_tot: -152507.8744 eV
* energy above the lowest of the compared OMol25 structures with the same formula, charge and spin: 94.2 kJ/mol

Each line ends with the natural charge from an NBO analysis.
Atoms and positions in Å:
C: -1.01914 -0.49585 -0.36126  -0.262
O: -0.41123 0.65208 0.10969  -0.818
P: 0.93061 0.52642 1.12668  0.991
Br: 2.27630 -0.70864 -0.22194  -0.270
Br: 1.74647 2.53145 0.68757  -0.201
H: -1.39911 -0.92347 0.54570  0.171
H: -0.28279 -1.24063 -0.86267  0.186
H: -1.84111 -0.34136 -1.02376  0.203



No. 3
DFT (ωB97M-V/def2-TZVPD) results for an isolated molecule of CH3Br3OSi at a distorted geometry.

Calculated values
* SMILES: CO[Si](Br)(Br)Br
* orbital gap: 0.390 Eh
* 2S+1: 1
* E_tot: -221142.7072 eV
* energy above the lowest of the compared OMol25 structures with the same formula, charge and spin: 10.5 kJ/mol

Each line ends with the natural charge from an NBO analysis.
Atoms and positions in Å:
C: 1.43084 0.27150 0.55029  -0.221
O: 0.38235 0.10973 -0.45677  -0.951
Si: -1.18732 -0.26386 -0.56692  1.444
Br: -2.41980 1.55875 0.31191  -0.328
Br: -1.68808 -0.61789 -2.62887  -0.235
Br: -1.72156 -2.11900 0.58036  -0.287
H: 2.26052 -0.16892 0.07098  0.195
H: 1.24598 -0.08139 1.53669  0.194
H: 1.69706 1.31107 0.60233  0.191



No. 4
DFT (ωB97M-V/def2-TZVPD) results for a structure of composition CH3BrClN at a distorted geometry.

Calculated values
* orbital gap (spin up / spin down): 0.316 / 0.324 Eh
* 2S+1: 3
* E_tot: -85134.9509 eV
* energy above the lowest of the compared OMol25 structures with the same formula, charge and spin: 177.2 kJ/mol

Each line ends with the natural charge from an NBO analysis.
Atoms and positions in Å:
C: 0.75274 0.53296 -0.82102  -0.497
N: -1.20994 -0.05306 0.95276  -0.439
Cl: -2.05070 -1.42989 0.35789  0.147
Br: -0.20230 -0.31352 2.41279  0.298
H: 1.54072 -0.20826 -0.57643  0.150
H: -0.09884 0.08053 -1.35352  0.179
H: 1.26831 1.39124 -0.97247  0.161



No. 5
DFT (ωB97M-V/def2-TZVPD) results for a cluster of 2 separate species, CH3BrClP in total at a distorted geometry.

Calculated values
* orbital gap (spin up / spin down): 0.334 / 0.228 Eh
* 2S+1: 3
* E_tot: -92937.1845 eV

Each line ends with the natural charge from an NBO analysis.
Atoms and positions in Å:
C: 0.40531 0.47789 -0.17116  -1.031
P: 0.67503 -1.09567 -0.90990  0.617
Cl: 1.22663 -2.27249 0.67424  -0.310
Br: -3.08015 0.48894 0.18753  -0.010
H: 1.14431 0.89902 0.56052  0.254
H: -0.38641 0.34100 0.44596  0.235
H: 0.01529 1.16132 -0.78720  0.245



No. 6
DFT (ωB97M-V/def2-TZVPD) results for a cluster of 2 separate species, CH3BrI2Si in total at a distorted geometry.

Calculated values
* orbital gap (spin up / spin down): 0.244 / 0.305 Eh
* 2S+1: 1
* E_tot: -95206.4776 eV
* energy above the lowest of the compared OMol25 structures with the same formula, charge and spin: 360.7 kJ/mol

Each line ends with the natural charge from an NBO analysis.
Atoms and positions in Å:
C: 2.61890 -1.47027 -0.93680  -0.546
Si: -0.21560 -4.81573 1.98999  0.615
Br: 1.32377 -3.89358 0.76877  -0.271
I: -2.38778 -3.81930 1.34693  -0.174
I: 0.36450 -4.37735 4.34290  -0.169
H: 2.45086 -0.38333 -1.35321  0.161
H: 3.63718 -1.63647 -0.60625  0.191
H: 1.63366 -2.01130 -1.02363  0.194



No. 7
DFT (ωB97M-V/def2-TZVPD) results for an isolated molecule of CH3BrN2O2 at a distorted geometry.

Calculated values
* orbital gap (spin up / spin down): 0.298 / 0.298 Eh
* 2S+1: 1
* E_tot: -78194.5610 eV
* energy above the lowest of the compared OMol25 structures with the same formula, charge and spin: 554.5 kJ/mol

Each line ends with the natural charge from an NBO analysis.
Atoms and positions in Å:
C: -1.18840 -0.75674 -0.19270  -0.322
N: 1.13648 1.88286 -1.10214  -0.926
N: -0.23858 -1.03874 0.63482  0.395
O: 0.15028 -1.96297 1.26950  -0.385
O: 0.63622 -0.01408 1.12692  -0.525
Br: 0.46316 1.85758 0.47216  0.960
H: -1.28265 0.13735 -0.78824  0.232
H: -1.78926 -1.63210 -0.32434  0.218
H: 2.11274 1.52684 -1.09598  0.354



No. 8
DFT (ωB97M-V/def2-TZVPD) results for a cluster of 2 separate species, CH3BrNO2S in total at a distorted geometry.

Calculated values
* orbital gap (spin up / spin down): 0.231 / 0.231 Eh
* total charge: -1
* 2S+1: 1
* E_tot: -87545.5171 eV
* energy above the lowest of the compared OMol25 structures with the same formula, charge and spin: 396.0 kJ/mol

Each line ends with the natural charge from an NBO analysis.
Atoms and positions in Å:
C: 2.41485 -0.10996 -0.79331  -0.331
N: -0.91125 0.34012 1.25301  -1.081
O: -1.07890 -2.12035 0.61534  -1.030
O: -1.44118 -0.26976 -1.13014  -1.066
S: -0.59492 -0.82268 0.01740  1.636
Br: 2.06346 1.57259 -0.11119  0.043
H: 2.24310 -0.08904 -1.99399  0.112
H: -0.69106 1.25643 0.77738  0.359
H: -2.00411 0.24266 1.36549  0.359



No. 9
DFT (ωB97M-V/def2-TZVPD) results for the ion CH3BrO2P with charge -1 at a distorted geometry.

Calculated values
* SMILES: C[P@](=O)([O-])Br
* orbital gap: 0.335 Eh
* total charge: -1
* 2S+1: 1
* E_tot: -84516.1585 eV
* energy above the lowest of the compared OMol25 structures with the same formula, charge and spin: 8.5 kJ/mol

Each line ends with the natural charge from an NBO analysis.
Atoms and positions in Å:
C: -0.40009 -0.02731 0.01772  -1.056
P: -1.64440 -1.35670 0.14467  2.187
O: -1.71000 -2.09894 1.44652  -1.093
O: -1.72933 -2.06064 -1.16920  -1.106
Br: -3.35870 0.70354 0.15823  -0.672
H: 0.44083 -0.23226 -0.64953  0.231
H: -0.93968 0.91924 -0.33229  0.276
H: -0.16618 0.23016 1.04103  0.233



No. 10
DFT (ωB97M-V/def2-TZVPD) results for a cluster of 2 separate species, CH3BrO3 in total at a distorted geometry.

Calculated values
* orbital gap (spin up / spin down): 0.262 / 0.262 Eh
* 2S+1: 1
* E_tot: -77261.9758 eV
* energy above the lowest of the compared OMol25 structures with the same formula, charge and spin: 750.1 kJ/mol

Each line ends with the natural charge from an NBO analysis.
Atoms and positions in Å:
C: 0.34794 0.16507 -0.92632  -0.326
O: 0.56179 -0.75802 0.09179  -0.109
O: -0.48553 -1.41923 0.37062  -0.131
O: -1.21324 0.00137 1.97802  -0.686
Br: 0.20368 0.76357 2.13235  0.605
H: 1.27400 0.71581 -1.28505  0.222
H: -0.45665 0.90066 -0.65776  0.212
H: -0.23200 -0.36923 -1.70365  0.212



No. 11
DFT (ωB97M-V/def2-TZVPD) results for an isolated molecule of CH3BrS at a distorted geometry.

Calculated values
* SMILES: SCBr
* orbital gap: 0.366 Eh
* 2S+1: 1
* E_tot: -81962.8201 eV
* energy above the lowest of the compared OMol25 structures with the same formula, charge and spin: 15.3 kJ/mol

Each line ends with the natural charge from an NBO analysis.
Atoms and positions in Å:
S: -0.46043 -1.23504 -0.74722  -0.008
C: 0.39485 0.26144 0.07320  -0.526
Br: -0.74717 1.96081 -0.03796  -0.048
H: -1.15026 -1.59988 0.30737  0.121
H: 0.81575 0.07982 1.08340  0.235
H: 1.14726 0.53286 -0.67880  0.226



No. 12
DFT (ωB97M-V/def2-TZVPD) results for a cluster of 2 separate species, CH3Cl2F in total.

Calculated values
* SMILES: ClCl.CF
* orbital gap: 0.365 Eh
* 2S+1: 1
* E_tot: -28846.6934 eV
* energy above the lowest of the compared OMol25 structures with the same formula, charge and spin: 103.5 kJ/mol

Each line ends with the natural charge from an NBO analysis.
Atoms and positions in Å:
Cl: 0.16320 0.43932 0.83221  0.005
Cl: 0.32540 2.10572 -0.25481  -0.004
C: 0.03781 -2.76422 -0.67055  -0.126
F: -1.05735 -1.97326 -0.39576  -0.370
H: -0.00023 -3.09066 -1.71471  0.166
H: 0.95424 -2.19106 -0.50154  0.165
H: 0.02919 -3.63924 -0.01447  0.164



No. 13
DFT (ωB97M-V/def2-TZVPD) results for an isolated molecule of CH3Cl2NO at a distorted geometry.

Calculated values
* orbital gap (spin up / spin down): 0.220 / 0.223 Eh
* 2S+1: 3
* E_tot: -29662.1734 eV
* energy above the lowest of the compared OMol25 structures with the same formula, charge and spin: 58.4 kJ/mol

Each line ends with the natural charge from an NBO analysis.
Atoms and positions in Å:
C: -0.21694 0.03679 0.08354  0.212
N: 0.95016 -0.30631 -0.78846  -0.850
O: 0.17714 -0.15057 1.36854  -0.731
Cl: -1.13275 1.59972 -0.09429  -0.093
Cl: -1.55033 -1.26453 -0.29109  0.188
H: 0.56263 -0.51232 -1.75771  0.390
H: 1.59480 0.43692 -0.60925  0.386
H: -0.38470 0.16029 2.08872  0.499



No. 14
DFT (ωB97M-V/def2-TZVPD) results for a cluster of 2 separate species, CH3Cl2NO2S in total at a distorted geometry.

Calculated values
* orbital gap (spin up / spin down): 0.309 / 0.326 Eh
* 2S+1: 1
* E_tot: -42545.8511 eV
* energy above the lowest of the compared OMol25 structures with the same formula, charge and spin: 422.5 kJ/mol

Each line ends with the natural charge from an NBO analysis.
Atoms and positions in Å:
C: 1.01898 -0.82128 0.37567  -0.486
N: -1.41279 0.10418 -0.41314  -1.015
O: 0.29467 1.81204 0.59331  -0.914
O: 0.76585 0.93089 -1.62433  -0.905
S: 0.21295 0.70312 -0.33789  2.208
Cl: 2.40818 -0.28813 1.14629  0.134
Cl: 1.11858 -2.06136 -0.69865  0.145
H: -0.66886 -1.27772 1.43891  0.061
H: -1.85468 0.05665 0.42270  0.386
H: -1.88287 0.84161 -0.90286  0.386



No. 15
DFT (ωB97M-V/def2-TZVPD) results for a structure of composition CH3Cl2O3P at a distorted geometry.

Calculated values
* orbital gap (spin up / spin down): 0.237 / 0.285 Eh
* 2S+1: 1
* E_tot: -41559.9746 eV
* energy above the lowest of the compared OMol25 structures with the same formula, charge and spin: 276.4 kJ/mol

Each line ends with the natural charge from an NBO analysis.
Atoms and positions in Å:
C: 1.94263 -0.07648 -0.59201  -0.203
O: -0.97705 -0.73918 1.45011  -1.039
O: -2.30509 0.84895 0.02560  -1.015
O: -0.24201 -0.31399 -0.90348  -1.007
P: -0.74180 0.38676 0.34852  1.708
Cl: 1.83915 1.09150 0.55470  0.190
Cl: 2.46789 -1.61820 -0.14714  0.094
H: 2.42656 0.24632 -1.59823  0.239
H: -1.95191 -1.02258 1.75697  0.523
H: -2.45837 1.19689 -0.89503  0.510



No. 16
DFT (ωB97M-V/def2-TZVPD) results for an isolated molecule of CH3Cl2O3PS at a distorted geometry.

Calculated values
* SMILES: OP(O)(=S)OC(Cl)Cl
* orbital gap: 0.355 Eh
* 2S+1: 1
* E_tot: -52399.2528 eV

Each line ends with the natural charge from an NBO analysis.
Atoms and positions in Å:
O: 1.65273 -0.01880 -1.14341  -1.003
P: 0.78348 0.62584 0.03786  1.996
O: 1.96736 0.57876 1.08242  -0.949
S: -0.02323 2.35177 -0.35317  -0.553
O: -0.15989 -0.59493 0.63365  -0.803
C: -1.58164 -0.72263 0.37755  0.053
Cl: -1.92406 -0.65687 -1.32843  -0.008
Cl: -2.53713 0.47419 1.19916  0.041
H: 1.31495 0.01735 -2.03183  0.522
H: 2.25978 -0.36291 0.91048  0.500
H: -1.75236 -1.69177 0.61573  0.204



No. 17
DFT (ωB97M-V/def2-TZVPD) results for a cluster of 2 separate species, CH3Cl2P in total at a distorted geometry.

Calculated values
* orbital gap: 0.280 Eh
* 2S+1: 1
* E_tot: -35418.5377 eV
* energy above the lowest of the compared OMol25 structures with the same formula, charge and spin: 192.8 kJ/mol

Each line ends with the natural charge from an NBO analysis.
Atoms and positions in Å:
C: -0.17138 -0.32905 0.17878  -1.115
P: -1.04569 -1.78114 0.57334  1.072
Cl: 1.13856 -3.39327 -0.45162  -0.549
Cl: -0.54536 -1.76428 2.50242  -0.240
H: -0.67783 0.70577 0.42234  0.281
H: -0.11064 -0.35929 -0.87969  0.261
H: 0.87121 -0.34716 0.67187  0.291



No. 18
DFT (ωB97M-V/def2-TZVPD) results for an isolated molecule of CH3Cl2P at a distorted geometry.

Calculated values
* orbital gap (spin up / spin down): 0.243 / 0.243 Eh
* 2S+1: 1
* E_tot: -35415.8192 eV
* energy above the lowest of the compared OMol25 structures with the same formula, charge and spin: 455.1 kJ/mol

Each line ends with the natural charge from an NBO analysis.
Atoms and positions in Å:
C: 1.08575 -0.05260 -0.13401  -0.532
P: -2.18080 -0.56504 -0.07868  0.128
Cl: -0.50427 -1.05209 0.63465  0.076
Cl: -1.89404 1.43193 -0.26049  -0.335
H: 1.58843 -0.63409 -0.75057  0.194
H: 0.40298 0.83523 -0.39783  0.251
H: 1.50193 0.03666 0.98691  0.218



No. 19
DFT (ωB97M-V/def2-TZVPD) results for a structure of composition CH3Cl3Si.

Calculated values
* orbital gap: 0.296 Eh
* 2S+1: 1
* E_tot: -46528.4623 eV
* energy above the lowest of the compared OMol25 structures with the same formula, charge and spin: 678.4 kJ/mol

Each line ends with the natural charge from an NBO analysis.
Atoms and positions in Å:
C: -0.21712 -0.30223 0.83506  -0.738
Si: 0.11170 -1.74997 -0.33544  0.814
Cl: -1.63411 -0.99983 1.66146  -0.012
Cl: -0.65045 1.28784 0.11114  -0.031
Cl: 0.49441 2.24577 -3.00663  -0.273
H: 0.43902 -0.22645 1.69032  0.239
H: 1.00646 2.44674 -1.82897  0.273
H: 0.45008 -2.70187 0.87308  -0.271



No. 20
DFT (ωB97M-V/def2-TZVPD) results for an isolated molecule of CH3ClINO at a distorted geometry.

Calculated values
* SMILES: CON(Cl)I
* orbital gap (spin up / spin down): 0.270 / 0.301 Eh
* 2S+1: 1
* E_tot: -25241.8822 eV
* energy above the lowest of the compared OMol25 structures with the same formula, charge and spin: 54.4 kJ/mol

Each line ends with the natural charge from an NBO analysis.
Atoms and positions in Å:
C: 1.09234 0.41227 -0.06358  -0.286
O: 0.12696 -0.65617 -0.47348  -0.377
N: -1.01897 -0.76535 0.34097  -0.145
Cl: -1.80816 -2.15510 -0.00732  0.231
I: -2.52573 1.32207 0.04141  -0.063
H: 1.44757 0.11538 0.95329  0.202
H: 0.59617 1.38030 -0.19772  0.218
H: 2.08983 0.34661 -0.59357  0.220